{
  "formula": "C17H19ClN6S",
  "method": "wB97M-V/def2-TZVPD",
  "e_homo_ev": -7.62,
  "lumo_ha": 0.0214,
  "orbital_gap_ha": 0.3015,
  "spin_multiplicity": 1,
  "de_lowest_ev": 0.191,
  "smiles": "CSc1c2n(c3cc(Cl)ccc13)CCN(Cc1cnc(N)nc1N)C2",
  "symbols": ["Cl", "N", "N", "S", "C", "C", "C", "C", "C", "C", "C", "C", "C", "C", "C", "C", "N", "N", "N", "N", "C", "C", "C", "C", "C", "H", "H", "H", "H", "H", "H", "H", "H", "H", "H", "H", "H", "H", "H", "H", "H", "H", "H", "H"],
  "positions_angstrom": [[-2.651706, 3.018534, 5.257034], [3.916388, 2.196518, -2.308958], [4.281778, -0.007932, -3.100834], [-3.669295, -2.032090, -0.207365], [-2.622932, -0.892156, 0.691701], [-1.279877, -0.819763, 0.402480], [4.639071, 1.203370, -2.793133], [2.657210, 1.919681, -1.989531], [3.084226, -0.270202, -2.734531], [-3.959223, 1.380052, 3.488883], [-4.055847, 0.445972, 2.446755], [-1.569817, 1.531433, 3.166084], [-2.727104, 1.880281, 3.887866], [-2.916577, 0.019212, 1.792772], [-1.680640, 0.600615, 2.117729], [2.185753, 0.646706, -2.191197], [5.888180, 1.479077, -3.104704], [2.676080, -1.502381, -3.054987], [-0.679586, 0.126331, 1.249625], [0.840546, -0.841088, -0.867545], [-4.780833, -2.754944, 1.058132], [-0.424668, -1.596948, -0.605639], [0.807617, 0.305690, -1.831797], [0.737897, 0.468380, 1.246260], [1.559552, -0.541832, 0.400901], [2.090271, 2.727779, -1.538852], [-4.831877, 1.692895, 4.019105], [-5.010804, 0.038040, 2.189423], [-0.590470, 1.924076, 3.411812], [6.033775, 2.460725, -3.352581], [6.174149, 0.761734, -3.779752], [3.437198, -2.149953, -3.255474], [1.859247, -1.845414, -2.546354], [-5.526924, -1.993161, 1.332353], [-5.244618, -3.684131, 0.678485], [-4.246601, -2.932656, 1.967442], [-1.030512, -1.800903, -1.503530], [-0.166765, -2.547943, -0.173283], [0.306887, -0.008803, -2.770826], [0.280289, 1.132912, -1.421360], [1.147265, 0.370759, 2.255767], [0.889410, 1.508489, 0.875213], [2.543703, -0.154883, 0.227687], [1.630186, -1.462075, 0.968726]],
  "forces_ev_per_a": [[0.077, -0.691, -0.856], [-0.157, 1.099, 0.645], [1.230, -0.389, 0.093], [-0.084, 0.228, 0.141], [-0.109, -0.721, -0.056], [-0.193, 0.262, 0.443], [-0.665, 1.634, 0.013], [1.013, -0.715, -0.229], [-2.235, -1.233, -0.366], [0.031, -0.702, -0.456], [0.040, 0.563, 0.985], [-0.118, -0.086, 0.261], [1.036, 0.070, -0.663], [0.831, -0.446, -1.240], [0.797, 0.679, 0.309], [-0.377, 1.567, 0.834], [2.820, 0.654, -1.479], [-0.937, -1.878, 0.149], [-0.884, -0.503, 0.099], [-0.065, -0.764, -0.331], [-0.295, 0.853, -0.156], [0.015, 2.040, 0.443], [-0.399, -2.325, -0.043], [0.514, 0.099, -0.050], [-2.430, 0.222, -0.537], [-0.250, -0.107, -0.132], [-0.458, 0.095, 0.175], [-0.420, -0.049, -0.111], [-0.140, 0.159, 0.154], [0.230, -0.679, 0.172], [0.567, 0.851, 0.351], [-0.563, 0.232, 0.056], [0.568, -0.025, -0.182], [-0.083, -0.541, -0.364], [0.303, 0.650, 0.084], [0.550, -0.472, 0.438], [0.556, 0.286, 0.137], [0.202, -0.513, 0.198], [-0.233, -0.137, 0.668], [-0.514, 1.024, 0.233], [-0.217, 0.417, 0.107], [-0.121, -0.597, 0.303], [0.469, 0.198, -0.241], [0.098, -0.307, -0.001]]
}

=====

{
  "formula": "C17H19GaN7O7",
  "method": "wB97M-V/def2-TZVPD",
  "e_homo_ev": -11.35,
  "lumo_ha": -0.1057,
  "orbital_gap_ha": 0.3114,
  "spin_multiplicity": 1,
  "charge": 1,
  "symbols": ["Ga", "C", "N", "C", "C", "O", "C", "O", "C", "C", "O", "N", "C", "C", "H", "H", "H", "H", "H", "H", "H", "H", "H", "H", "H", "H", "H", "H", "H", "H", "O", "C", "O", "C", "C", "N", "N", "C", "C", "O", "O", "H", "H", "H", "N", "C", "C", "C", "N", "C", "N"],
  "positions_angstrom": [[0.614253, -0.014729, 0.194470], [-1.573826, -2.692904, 3.288105], [-2.376658, -1.862170, 2.387093], [-3.816703, -2.042707, 2.495065], [-1.781612, -1.061579, 1.533112], [-0.531120, -0.972076, 1.488411], [-2.601925, -0.241502, 0.545835], [-1.723916, 0.467785, -0.302486], [-1.848107, 1.875236, -0.363403], [-0.685409, 2.532146, 0.377631], [0.218251, 1.792079, 0.838760], [-0.645238, 3.836873, 0.515167], [-1.663429, 4.752031, 0.021554], [0.501998, 4.484589, 1.149499], [-2.071482, -2.756196, 4.253144], [-0.586740, -2.262974, 3.414568], [-1.460385, -3.696864, 2.877634], [-4.140858, -1.770492, 3.499292], [-4.060668, -3.092031, 2.328896], [-4.364059, -1.439716, 1.776909], [-3.273820, 0.431905, 1.082342], [-3.189093, -0.923741, -0.074054], [-2.805795, 2.201775, 0.043438], [-1.782592, 2.157672, -1.416449], [-2.420932, 4.249469, -0.571089], [-1.190132, 5.512120, -0.599440], [-2.142501, 5.257519, 0.860977], [1.160080, 3.737945, 1.578149], [0.152136, 5.158465, 1.930164], [1.051435, 5.059362, 0.403693], [1.109198, -2.210710, -5.115935], [1.065453, -3.216093, -4.263816], [1.116625, -4.367934, -4.596607], [0.933588, -2.875141, -2.809465], [0.878006, -3.828647, -1.807199], [0.754374, -3.196585, -0.636800], [0.744730, -1.873089, -0.810507], [0.850239, -1.658084, -2.121779], [0.861518, -0.233105, -2.548664], [0.924142, 0.081814, -3.717324], [0.774401, 0.615328, -1.560557], [1.053543, -1.320206, -4.702286], [0.907655, -4.901500, -1.899532], [0.828351, -3.599466, 0.304147], [2.127501, -0.160026, 1.322168], [2.867343, -0.984900, 1.701143], [3.569612, -2.042506, 2.194065], [2.665840, -3.069027, 2.551376], [1.831121, -3.847634, 2.732683], [4.975867, -2.184761, 2.258591], [6.117120, -2.311757, 2.308226]],
  "forces_ev_per_a": [[-0.440, -0.252, 0.115], [0.197, -0.084, 0.072], [0.172, 0.020, 0.054], [-0.178, -0.005, -0.021], [-0.115, 0.079, -0.088], [0.172, 0.016, 0.042], [-0.039, -0.064, -0.005], [0.127, -0.098, 0.059], [0.102, 0.104, -0.138], [-0.183, -0.079, -0.058], [0.026, 0.014, 0.052], [0.120, -0.042, 0.022], [-0.152, 0.148, -0.042], [0.184, 0.012, 0.071], [-0.048, 0.033, -0.031], [0.004, 0.005, 0.012], [-0.046, 0.008, -0.006], [0.014, 0.022, -0.016], [0.003, 0.016, -0.027], [0.038, -0.008, -0.010], [-0.025, -0.033, -0.021], [-0.088, 0.065, 0.056], [0.001, -0.005, -0.040], [-0.084, 0.023, 0.028], [0.031, -0.015, 0.001], [0.022, -0.061, -0.037], [-0.010, -0.054, 0.005], [-0.028, -0.005, 0.017], [-0.045, -0.019, -0.012], [-0.044, 0.003, -0.013], [0.032, -0.059, -0.329], [-0.065, -0.043, 0.163], [0.000, 0.035, 0.014], [0.002, 0.063, 0.088], [-0.017, -0.174, -0.343], [0.165, -0.196, 0.638], [0.061, 0.531, -0.175], [0.009, -0.374, 0.203], [-0.103, 0.216, -0.178], [0.012, -0.015, 0.086], [0.077, 0.128, 0.027], [-0.003, -0.008, 0.153], [0.062, -0.023, 0.072], [-0.085, 0.243, -0.385], [0.340, -0.098, 0.151], [0.280, 0.207, -0.124], [-0.309, 0.039, 0.068], [-0.227, -0.500, 0.006], [-0.042, 0.116, -0.074], [0.101, 0.158, -0.116], [0.021, 0.009, 0.015]]
}